Entry 1:
C28H23AuBr2N4O3S | wB97M-V/def2-TZVPD

The geometry in XYZ format:
```
62
Properties=species:S:1:pos:R:3:forces:R:3:mulliken_spin:R:1
Au -0.19501 -1.35040 -0.35476 0.540 -0.249 0.848 0.000
Br 5.32642 0.68600 2.74711 0.139 -1.064 -0.375 0.101
C 5.59862 -1.00716 1.89698 -2.355 0.110 -0.593 0.304
C 6.92182 -1.55275 1.96252 1.457 -0.957 0.453 0.427
C 7.07917 -2.81214 1.37863 -0.559 0.153 -1.031 -0.085
C 5.98672 -3.46100 0.74620 3.086 -0.590 1.337 0.486
C 4.68706 -2.79394 0.77977 0.053 -1.222 -1.344 0.548
N 4.59824 -1.59746 1.28952 -0.241 3.239 2.103 -0.072
C 3.49774 -3.46415 0.28021 0.808 3.446 3.045 0.027
O 3.69555 -4.44485 -0.47828 -1.341 -1.391 -0.873 0.773
O 2.41663 -2.96870 0.76041 -0.310 -1.742 -1.808 0.449
H 7.69323 -1.09755 2.59079 -0.321 -0.105 -0.510 0.016
H 8.10126 -3.18827 1.34841 -0.448 -0.464 0.146 0.002
H 6.05928 -4.53492 0.53812 0.006 0.570 -0.305 0.020
N 1.45692 -0.17631 -0.01613 1.165 -0.177 0.052 0.000
S 1.12333 1.33312 0.50253 -0.365 0.608 0.878 0.000
C 2.63927 2.41165 0.45657 0.242 -1.494 -0.354 -0.004
C 3.86411 1.85789 0.07158 -0.385 0.573 0.081 0.029
C 4.96798 2.73807 0.03026 0.257 -1.190 -0.603 -0.008
C 4.85198 4.06861 0.31473 -0.463 1.338 -0.241 0.001
C 3.61009 4.56077 0.71795 0.750 1.507 0.897 -0.001
C 2.55579 3.72436 0.92025 -0.312 -0.998 -0.407 0.001
C 0.10401 1.94597 -0.82400 1.405 0.345 -0.770 0.000
C -1.26841 1.85970 -0.79699 -0.865 0.295 0.242 0.000
C -2.01753 2.61761 -1.69453 -0.277 -0.336 -0.065 0.000
C -1.38941 3.29814 -2.70718 0.480 0.842 -0.674 0.000
C -0.01267 3.26497 -2.83462 1.131 -1.358 0.813 0.000
C 0.75916 2.55947 -1.89467 0.177 0.423 -0.212 0.000
H 2.05698 -0.64713 0.69388 -0.549 0.200 -0.501 0.000
H 3.96441 0.77326 -0.10524 -0.108 0.751 -0.243 -0.012
H 5.92469 2.36106 -0.30955 0.032 -0.153 0.172 -0.002
H 5.65607 4.81603 0.22997 -0.160 -0.826 -0.064 0.000
H 3.51259 5.63394 0.99976 0.100 -0.986 -0.181 0.000
H 1.73243 4.03867 1.50563 -1.111 0.433 -0.030 0.000
H -1.79587 1.19602 -0.13174 -0.023 0.212 0.573 0.000
H -3.09692 2.68385 -1.64088 0.095 -0.417 0.226 0.000
H -1.94710 3.88197 -3.43503 -0.116 -0.138 0.206 0.000
H 0.54019 3.66331 -3.65598 -0.123 0.533 -0.527 0.000
H 1.86951 2.46859 -1.99273 -1.162 0.338 0.117 0.000
Br -1.54992 -2.85900 -3.11391 -0.105 0.186 0.921 0.000
C -2.04342 -3.45171 -1.37174 1.468 -0.165 1.232 0.000
C -2.70075 -4.64113 -1.28071 -0.280 -1.835 -1.931 0.000
C -3.00088 -5.25668 -0.09739 -0.434 -0.549 1.342 0.000
C -2.62534 -4.62583 1.08855 0.120 0.135 0.235 0.000
C -1.90308 -3.43113 0.97965 -0.105 -0.112 -0.567 0.000
N -1.53995 -2.91213 -0.23033 -1.283 0.582 -0.872 0.000
H -2.77889 -5.24727 -2.19177 -0.593 0.584 0.223 0.000
H -3.53289 -6.23854 -0.06895 0.656 0.973 -0.139 0.000
H -2.83341 -5.10676 2.06386 0.153 0.675 -0.675 0.000
H -1.60583 -2.82626 1.84012 0.114 -0.481 -0.298 0.000
O -4.79479 2.06023 -0.53807 0.271 -0.324 0.338 0.000
N -5.90372 1.58228 -0.09270 0.226 0.470 -0.969 0.000
C -6.92624 2.49052 0.10147 0.271 -1.950 0.286 0.000
C -8.16076 1.99483 0.44508 -0.550 -0.159 0.340 0.000
C -8.32039 0.61875 0.58629 -0.990 -1.502 0.296 0.000
C -7.26627 -0.29564 0.37630 -0.746 1.164 0.102 0.000
C -6.05027 0.20957 0.01996 -0.208 1.312 -0.047 0.000
H -6.68970 3.52373 -0.05013 0.304 0.122 -0.085 0.000
H -8.99878 2.69159 0.61806 0.546 -0.536 -0.169 0.000
H -9.29991 0.15247 0.84395 0.776 0.809 -0.182 0.000
H -7.38958 -1.36804 0.44845 -0.176 0.112 0.055 0.000
H -5.21358 -0.41013 -0.26550 0.238 0.430 0.083 0.000
```
Positions in Å, forces in eV/Å.

Computed properties:
- E_HOMO (spin up / spin down) (eV) = -8.568 / -10.253
- net charge = +1
- ⟨S²⟩ = 3.819
- multiplicity = 4
- DFT total energy (eV) = -196108.843


Entry 2:
C3H11N3O2 | wB97M-V/def2-TZVPD

The geometry in XYZ format:
```
19
Properties=species:S:1:pos:R:3:forces:R:3:mulliken_charge:R:1
C 1.57056 -0.53282 0.66583 0.994 1.038 -1.870 -0.767
C 1.27715 -1.54848 -1.46667 -0.021 -0.301 0.041 -0.925
N 0.94392 -0.52449 -0.51719 0.728 -0.010 1.475 -0.125
O -0.58869 -1.61422 0.68916 1.038 0.912 -0.580 -0.724
H -1.42631 -2.09514 0.58742 0.337 -0.404 1.231 0.198
H 1.62033 0.45051 1.12756 -0.551 -0.111 0.429 0.333
H 2.51311 -1.08422 0.73903 -0.323 -0.568 0.177 0.392
H 0.54050 -1.28961 1.28964 -2.039 -0.793 -0.971 0.412
H 1.97344 -1.09387 -2.18239 -0.103 0.075 0.042 0.343
H 0.37860 -1.84293 -2.00627 0.094 0.022 -0.017 0.298
H 1.76540 -2.42512 -1.02854 -0.062 0.073 0.053 0.367
C -1.55290 2.16286 0.33500 0.054 0.069 0.092 0.414
N -1.08910 1.74659 -0.89167 0.001 0.006 -0.036 -0.365
N -1.34985 1.25238 1.34983 0.003 0.007 -0.034 -0.321
O -2.08123 3.24818 0.51496 0.049 -0.174 -0.060 -0.650
H -0.40748 0.99692 -0.93366 -0.127 0.117 0.061 0.407
H -1.19328 0.27652 1.12127 -0.048 0.013 -0.037 0.263
H -1.02461 2.47420 -1.58335 -0.032 -0.016 0.063 0.239
H -1.86955 1.44275 2.19005 0.007 0.045 -0.061 0.211
```
Positions in Å, forces in eV/Å.

Computed properties:
- E_HOMO (eV) = -9.320
- energy above the lowest of the compared OMol25 structures with the same formula, charge and spin (kcal/mol) = 95.3
- DFT total energy (eV) = -11851.604


Q: Which of these has the lowest DFT total energy?
A: C28H23AuBr2N4O3S


Q: DFT total energy of number 1 (C28H23AuBr2N4O3S)?
A: -196108.843 eV


Q: What is the formula in the second record?
A: C3H11N3O2


Q: Which value of DFT total energy does entry 2 give?
A: -11851.604 eV